(1)
CCl4OS | ωB97M-V with the def2-TZVPD basis set

## Properties
relative energy (zero: lowest compared OMol25 entry of this formula, charge and spin) = 106.7 kJ/mol
SMILES = ClSOC(Cl)(Cl)Cl
E_HOMO = -9.6 eV
orbital gap = 9.2 eV

Element x y z (Å)
Cl: 1.6640 -0.9894 0.1334
Cl: 1.1388 2.1423 -0.0961
Cl: -0.3638 -0.1215 -1.7398
Cl: -1.0730 -2.1956 0.3521
S: -0.7618 1.7867 0.5525
O: -0.4735 0.1788 0.8752
C: -0.1307 -0.8012 -0.0774

(2)
C7H24O7 | ωB97M-V with the def2-TZVPD basis set

## Properties
relative energy (zero: lowest compared OMol25 entry of this formula, charge and spin) = 203.8 kJ/mol
SMILES = C=C/C=C/CC=C.O.O.O.O.O.O.O
E_HOMO = -8.9 eV
orbital gap = 8.7 eV

Element x y z (Å)
O: -2.3931 -2.8905 -0.6251
O: -2.8716 -0.2420 -1.0340
O: 0.2505 3.5158 -0.0987
O: 2.4384 1.8258 1.2200
O: 0.3508 3.4207 -2.8520
O: -1.7880 -2.7239 2.9153
O: 4.4843 -0.8459 -0.1663
C: 0.4508 -1.9833 -1.7133
C: -0.2085 -0.0815 0.9387
C: 0.1842 -1.3933 -2.8696
C: 1.2507 -1.2942 -0.6389
C: 0.4688 -1.1864 0.6667
C: -1.8609 1.1479 2.2195
C: -0.8833 0.2485 2.2159
H: 3.7571 -0.4007 -0.6194
H: -0.5230 3.5138 -2.4734
H: 4.8163 -0.0924 0.3407
H: 0.1140 -2.9874 -1.4864
H: 2.1507 -1.8707 -0.4156
H: 0.6121 -0.4155 -3.0713
H: 1.1012 3.7754 0.2664
H: -2.0217 -3.2511 2.1461
H: -2.2455 1.6356 3.1054
H: -2.6521 0.0497 -1.9288
H: 0.9413 3.1835 -2.1384
H: -2.7222 -1.9856 -0.7490
H: 0.5836 -2.0670 1.2897
H: -3.6504 0.2993 -0.8533
H: -0.2312 -1.8896 -3.7372
H: -2.2577 1.5961 1.3152
H: -0.4964 -0.2391 3.1034
H: -1.7982 -1.8025 2.6364
H: -0.4020 0.6856 0.2040
H: 1.5561 -0.2931 -0.9455
H: -0.3603 3.8868 0.5489
H: 2.6063 2.7128 1.5633
H: 2.7756 1.2740 1.9351
H: -1.5266 -2.8357 -0.2144

(3)
C60H49Br5N8O6S4W | ωB97M-V with the def2-TZVPD basis set

## Properties
relative energy (zero: lowest compared OMol25 entry of this formula, charge and spin) = 23.8 kJ/mol
E_HOMO = -12.0 eV
orbital gap = 6.6 eV
net charge = +2

Element x y z (Å)
W: 0.1983 -0.8556 1.6946
Br: 0.8446 -3.4945 5.9358
Br: -1.0893 -2.2352 8.3705
Br: -2.3314 2.1198 4.8820
Br: -2.7530 0.5715 7.7919
Br: 4.5309 -3.3569 1.6479
S: 1.1151 -1.7993 -0.9924
S: -2.3388 -0.4072 -0.7352
S: -0.7438 1.1128 -2.6099
S: 0.4506 1.9844 -0.1948
O: -0.3263 -2.7712 1.4224
O: 2.1890 -1.4190 1.5733
O: -0.6450 0.3429 2.9571
O: 0.6644 -1.7478 3.4576
O: 1.9754 0.3121 2.8276
O: -4.4642 -0.2058 3.7350
N: 3.5327 -2.2662 -1.9083
N: -1.3409 -0.5048 0.3075
N: 0.3935 1.7661 -1.7906
N: -3.5238 -0.9028 3.0531
N: -2.0454 0.6228 -1.9678
N: 0.7590 0.8262 0.6505
N: -1.3107 -2.1902 2.1374
N: 3.2726 -0.2253 -0.8738
C: 6.1862 -1.9038 3.3503
C: 1.3761 0.0777 -3.9681
C: 3.3236 4.7052 -1.0330
C: 4.1029 -0.7544 2.9218
C: -3.9768 -2.7417 4.6203
C: 3.4721 4.0883 1.2964
C: 2.3972 3.2270 1.1484
C: 7.1261 -3.0022 -2.3792
C: 1.2138 -1.9097 -5.3126
C: 5.3373 -0.9568 -2.9483
C: -0.8623 4.2643 -5.0811
C: -1.3292 2.3576 -3.7262
C: -2.6719 2.3920 -4.0722
C: -2.3200 -4.3176 2.5752
C: -1.2848 3.9887 -0.7673
C: -2.2591 -2.8335 2.6843
C: -0.1412 -1.9097 5.7139
C: -1.5320 0.4536 5.2255
C: -3.1065 3.3888 -4.9323
C: -2.2329 -3.0981 -1.2261
C: -5.3305 2.1620 0.0671
C: 5.7957 -3.1291 -2.0101
C: -3.6603 -4.2043 -2.8172
C: -2.6478 -4.2571 -1.8704
C: -0.7360 -1.1206 -4.1500
C: 5.8002 0.2596 4.3243
C: -3.2397 4.4981 0.5294
C: 4.9036 -2.1023 -2.2872
C: -3.9049 0.2831 -0.2723
C: 3.9326 4.8241 0.2107
C: -4.8605 -0.5783 0.2537
C: -6.2992 1.3160 0.5900
C: -1.6435 -0.1762 6.4682
C: 2.7596 -1.3903 -1.2552
C: 4.9476 -1.8611 2.7289
C: 1.8012 3.1237 -0.1036
C: -0.7699 -0.1237 4.2274
C: -1.8282 2.6639 1.2028
C: -6.0651 -0.0522 0.6824
C: -0.4119 3.2733 -4.2266
C: 0.0327 -0.0839 -3.6493
C: 7.5714 -1.8525 -3.0168
C: 6.6079 -0.8531 4.1476
C: -2.9554 3.4539 1.3962
C: -4.1201 1.6479 -0.3727
C: -0.1287 -2.0449 -4.9846
C: -2.4075 4.7662 -0.5537
C: 6.6733 -0.8332 -3.3046
C: -2.8406 -1.9025 -1.5596
C: -2.2082 4.3240 -5.4276
C: 2.7115 -0.6103 2.4353
C: -4.2703 -2.9924 -3.1344
C: -3.2811 -2.0857 3.4645
C: 1.9637 -0.8504 -4.8097
C: -3.8650 -1.8315 -2.5023
C: -0.9484 -1.3636 6.7135
C: 2.2464 3.8497 -1.1987
C: -1.0138 2.9454 0.1184
C: -0.0600 -1.2916 4.4798
C: 4.5600 0.2974 3.7225
H: 2.0303 2.6266 1.9730
H: -6.8257 -0.7092 1.0874
H: -3.5322 -3.7052 4.8590
H: -3.6095 3.2417 2.2318
H: 4.6293 -0.1750 -3.1983
H: -0.6272 4.1865 -1.6064
H: -4.1148 5.1152 0.6984
H: -1.4579 -3.1256 -0.4759
H: -1.5988 1.8482 1.8674
H: -3.9019 -2.1205 5.5186
H: 1.7674 3.7345 -2.1618
H: 3.0085 -0.7550 -5.0773
H: 8.6126 -1.7535 -3.2967
H: -3.3565 1.6604 -3.6610
H: 3.6840 5.2840 -1.8737
H: 1.9424 0.8975 -3.5417
H: -1.9160 -4.7640 3.4884
H: -2.5557 5.1042 -6.0936
H: 0.6339 3.2037 -3.9550
H: -4.7533 -0.6922 4.5220
H: 5.4496 -4.0213 -1.4997
H: -3.9840 -5.1127 -3.3104
H: -4.3342 -0.8809 -2.7366
H: -3.3490 -4.6582 2.4552
H: -7.2469 1.7217 0.9228
H: -2.6299 5.5846 -1.2275
H: -0.7080 -2.8683 -5.3830
H: 3.8996 1.1418 3.8691
H: -1.7828 -1.2109 -3.8914
H: -5.0642 -2.9585 -3.8689
H: 3.1185 -3.1756 -2.0341
H: -3.3616 2.2950 -0.7987
H: 3.9503 4.1885 2.2630
H: 6.1288 1.0840 4.9433
H: -1.7146 -4.6600 1.7412
H: 1.6799 -2.6302 -5.9735
H: -5.5187 3.2266 -0.0052
H: 4.7749 5.4930 0.3333
H: 6.8157 -2.7728 3.2129
H: -2.1783 -5.2015 -1.6266
H: -0.1631 4.9887 -5.4775
H: 2.6950 0.3138 -0.2463
H: -4.1505 3.4351 -5.2145
H: 7.5717 -0.9118 4.6376
H: 7.8207 -3.8046 -2.1619
H: 4.2757 -0.1134 -0.8346
H: -5.0374 -2.8989 4.4006
H: -4.6688 -1.6432 0.3114
H: 7.0095 0.0579 -3.8217

(4)
C2H10N2O2 | ωB97M-V with the def2-TZVPD basis set

## Properties
relative energy (zero: lowest compared OMol25 entry of this formula, charge and spin) = 108.6 kJ/mol
SMILES = [H]/N=C/NC.O.O
E_HOMO = -9.3 eV
orbital gap = 9.9 eV

Element x y z (Å)
O: -6.6537 2.3756 0.4129
O: 1.4107 1.9783 -2.4614
N: 2.2514 -1.6513 1.1010
N: 0.6299 -0.2091 0.1998
C: 1.6325 -2.9021 0.6618
C: 1.8067 -0.4442 0.6296
H: -5.8046 2.8472 0.4952
H: 2.5781 0.2956 0.8775
H: 2.1585 2.0923 -1.8622
H: 2.2449 -3.7166 1.0440
H: 0.6504 -3.0343 1.1225
H: 0.3220 0.7021 0.5203
H: 1.5577 -3.0081 -0.4176
H: -6.7110 2.4035 -0.5374
H: 1.3364 1.0174 -2.4134
H: 3.2501 -1.7686 1.0892

(5)
C11H10ClCoF3O7S2 | ωB97M-V with the def2-TZVPD basis set

## Properties
multiplicity = 4
E_HOMO (alpha / beta) = -2.0 / -2.1 eV
orbital gap (alpha / beta) = 7.0 / 6.7 eV
⟨S²⟩ = 3.775
net charge = -2

Element x y z (Å)
Co: 0.5544 0.4630 1.0013
Cl: 5.6594 2.5163 -0.9511
S: -0.8814 0.9852 -2.7559
S: 0.1468 1.6380 -0.9325
F: -1.2790 3.5971 2.7344
F: 0.2327 3.4721 4.2875
F: 0.7036 2.8813 2.2616
O: -2.1855 0.7464 -2.1698
O: -0.2090 0.4688 2.9017
O: 1.7259 1.6753 -1.5450
O: 2.3986 0.3125 0.1453
O: -1.5886 1.3532 4.4300
O: -0.7898 2.1372 -3.6192
O: -0.1727 -0.1853 -3.2191
C: -1.2706 -2.2600 -1.3293
C: 2.6364 0.8650 -0.9426
C: 0.0881 -2.5513 -1.3096
C: 0.1562 -1.9978 1.0244
C: -1.1988 -1.6924 0.9915
C: -3.3767 -1.4266 -0.2422
C: -0.2606 2.8436 3.1958
C: 3.8465 0.7259 -1.6673
C: 0.8061 -2.4231 -0.1348
C: -1.9275 -1.8197 -0.1914
C: -0.7425 1.4064 3.5505
H: -3.6485 -1.1138 -1.2476
H: 0.5929 -2.8084 -2.2312
H: 1.8752 -2.5898 -0.1230
H: -1.6741 -1.3123 1.8879
H: 0.7099 -1.9064 1.9541
H: 4.5571 0.0035 -1.3091
H: -1.8030 -2.2829 -2.2705
H: -4.0261 -2.2557 0.0571
H: -3.5722 -0.5912 0.4292
H: 3.9168 1.1261 -2.6610

(6)
C9H58NO21Pd | ωB97M-V with the def2-TZVPD basis set

## Properties
relative energy (zero: lowest compared OMol25 entry of this formula, charge and spin) = 239.4 kJ/mol
multiplicity = 3
E_HOMO (alpha / beta) = -12.4 / -13.0 eV
orbital gap (alpha / beta) = 8.7 / 8.5 eV
⟨S²⟩ = 2.006
net charge = +1

Element x y z (Å)
Pd: -16.9162 6.9359 -27.0961
O: -11.4402 7.8208 -20.0564
O: -18.0383 11.3056 -20.8780
O: -11.3178 12.1651 -22.3525
O: -16.3451 11.9371 -28.9928
O: -15.0360 7.4906 -25.6868
O: -10.7597 7.6326 -28.3880
O: -10.8407 5.8866 -26.0479
O: -9.0588 8.6189 -24.7375
O: -13.8124 3.4106 -21.8885
O: -17.2240 4.7908 -20.3768
O: -17.7831 8.7322 -26.0184
O: -19.2033 6.7145 -23.4868
O: -17.1286 9.1044 -19.4462
O: -9.6604 11.1805 -25.6437
O: -14.0454 9.3075 -29.5225
O: -14.1195 6.7389 -19.1739
O: -17.6114 5.5756 -25.4071
O: -13.1005 4.7565 -24.8563
O: -10.7905 6.7724 -23.4333
O: -10.2233 10.6540 -20.1045
O: -13.9008 13.4692 -27.4902
N: -14.4279 8.0907 -24.7156
C: -12.7894 9.1224 -26.1822
C: -13.4418 9.6327 -22.4519
C: -13.9545 8.2209 -22.2953
C: -16.2822 8.5472 -22.9867
C: -14.8435 10.4817 -25.4509
C: -15.1685 6.3244 -23.1288
C: -12.9589 9.8874 -23.8640
C: -13.8006 9.4027 -25.0940
C: -14.9960 7.8350 -23.3541
H: -16.2160 9.6371 -22.9584
H: -10.2259 10.9391 -21.0285
H: -14.4166 14.0854 -26.9566
H: -17.3215 5.5948 -19.8559
H: -10.7411 6.0032 -22.8531
H: -17.4196 10.5646 -20.9055
H: -15.6914 10.0244 -25.9507
H: -15.6041 5.7146 -23.9213
H: -9.3269 10.3326 -19.9490
H: -10.4202 6.3546 -25.3091
H: -15.6820 12.3076 -28.3962
H: -11.9675 9.4175 -23.8853
H: -11.8918 8.6079 -25.8323
H: -14.2263 5.7815 -23.0470
H: -8.3996 8.0169 -25.1006
H: -15.6850 6.1650 -22.1850
H: -13.3536 9.7039 -28.9844
H: -12.2846 10.0319 -26.5378
H: -14.3667 11.2444 -26.0565
H: -14.2944 10.3047 -22.2703
H: -13.0988 4.0554 -21.9078
H: -12.7742 10.9495 -24.0275
H: -13.1834 6.8347 -19.4037
H: -16.2312 10.9858 -28.9070
H: -12.7054 9.9439 -21.7102
H: -12.2362 11.9395 -22.5132
H: -17.8764 9.3294 -18.8797
H: -9.3506 10.3953 -25.1571
H: -12.0014 8.1533 -20.7591
H: -11.7299 6.8719 -23.6314
H: -14.2592 7.3684 -18.4590
H: -13.1375 3.8001 -24.9843
H: -10.7501 8.5950 -28.4044
H: -13.2473 8.7072 -27.0792
H: -13.4129 12.9416 -26.8512
H: -17.1553 8.9891 -25.3344
H: -10.8146 11.5210 -22.8664
H: -18.9111 10.9005 -20.9002
H: -14.4342 8.2441 -21.3163
H: -13.8864 3.1598 -20.9607
H: -16.2735 4.6315 -20.4012
H: -10.9051 8.5856 -19.7926
H: -18.0838 6.0203 -24.6722
H: -9.6148 8.0713 -24.1637
H: -15.1495 10.9224 -24.5011
H: -13.9934 5.0664 -25.0470
H: -17.7110 4.6329 -25.2352
H: -17.1343 8.3741 -23.6476
H: -18.4068 9.4666 -26.0824
H: -20.0289 6.3559 -23.8375
H: -13.5713 8.8452 -30.2228
H: -11.7169 5.6430 -25.7030
H: -10.5805 10.9956 -25.8423
H: -16.6232 8.1737 -22.0229
H: -13.0774 7.5744 -22.3651
H: -19.4780 7.4400 -22.9184
H: -17.5297 8.7595 -20.2490
H: -10.9391 7.3956 -27.4633

(7)
C5H12OS | ωB97M-V with the def2-TZVPD basis set

## Properties
relative energy (zero: lowest compared OMol25 entry of this formula, charge and spin) = 452.0 kJ/mol
E_HOMO = -8.6 eV
orbital gap = 9.5 eV

Element x y z (Å)
S: -0.9229 0.8141 -0.0981
O: -2.3475 0.6015 -0.0174
C: -0.3858 2.7111 -0.1106
C: 0.6213 -1.3199 2.1249
C: 0.2033 -1.8474 0.6618
C: 0.7619 -1.6421 -0.4759
C: -0.2553 0.4317 -1.7815
H: -0.2873 3.2092 -1.0967
H: -1.1636 0.3754 -2.3488
H: -0.0867 -0.4985 2.3711
H: 0.6159 2.6660 0.3548
H: 0.6548 -2.3442 -1.3366
H: -0.7037 -2.4409 0.7991
H: 0.1379 1.1802 -2.4546
H: 1.6309 -0.9780 2.1785
H: 0.6746 -2.2797 2.7511
H: 1.6351 -1.0414 -0.4804
H: -1.0361 3.1460 0.6394
H: 0.2531 -0.7432 -1.6800

(8)
C35H59N7OPZr | ωB97M-V with the def2-TZVPD basis set

## Properties
relative energy (zero: lowest compared OMol25 entry of this formula, charge and spin) = 372.2 kJ/mol
E_HOMO = -9.5 eV
orbital gap = 7.0 eV
net charge = +1

Element x y z (Å)
Zr: -0.2201 2.6029 -0.1422
P: 0.5799 -2.5046 0.3661
O: 1.2918 3.5433 -0.8526
N: 1.1921 -2.6964 -1.2066
N: -0.3686 -3.8318 0.7302
N: 2.0158 -2.8377 1.2278
N: -1.9288 3.3661 -1.0466
N: 0.9215 0.9593 -0.3504
N: -0.6511 4.4614 1.2216
N: -1.8892 1.2173 0.6790
C: -1.7312 -3.6514 1.2408
C: -5.1981 3.8611 0.6879
C: 2.0848 -4.4851 -2.6601
C: -0.0080 -5.1951 0.3251
C: 4.1827 -2.6004 3.2390
C: -0.4272 6.6244 -0.0092
C: 0.8765 2.5239 -2.9871
C: -2.2880 -6.0787 0.9247
C: 2.0460 -3.6761 2.4357
C: -1.6240 5.5017 -2.2511
C: 2.9918 -1.7434 1.1944
C: -4.1480 4.0407 -0.1980
C: -1.1789 6.8130 -2.2842
C: 0.4321 -2.1253 -2.3130
C: -3.0519 3.1803 -0.1923
C: 2.3973 -3.3927 -1.6412
C: -4.1047 1.9372 1.6006
C: -1.6784 4.7290 2.2625
C: -3.0471 2.1214 0.7250
C: -5.1796 2.8110 1.5962
C: -0.5876 7.3779 -1.1601
C: -2.6718 -4.6341 0.5551
C: -1.5156 0.6420 1.9904
C: 0.0427 -3.1897 -3.3330
C: -0.7725 -6.2030 1.1719
C: -2.1916 0.1360 -0.3034
C: 0.7013 4.6606 1.8404
C: 4.3236 -2.2240 1.7502
C: 3.1835 3.2713 -2.3404
C: 2.1219 1.3117 -1.1584
C: -0.8632 5.3110 0.0257
C: -1.4868 4.7378 -1.1018
C: 1.2902 -3.9155 -3.8349
C: 2.7268 -2.9482 3.5870
C: 1.8916 2.6750 -1.8401
H: 2.5883 -4.6099 2.2381
H: 0.8841 -0.0462 -0.2357
H: 0.9225 3.8156 2.4914
H: -1.7714 -3.8142 2.3267
H: -1.5336 4.0406 3.0937
H: 4.8224 -3.4559 3.4627
H: -0.5709 0.1138 1.8889
H: -0.6322 -3.9058 -2.8494
H: -2.2957 0.5704 -1.2962
H: 2.6886 -3.5768 4.4776
H: -0.5016 -2.7306 -4.1621
H: -2.0966 5.0474 -3.1129
H: -2.5961 -6.7554 0.1256
H: 1.4538 4.7319 1.0670
H: 2.1630 -2.0403 3.8178
H: 3.8664 3.4374 -1.5054
H: -2.5853 -4.4864 -0.5259
H: -0.4238 -7.2133 0.9557
H: 3.6640 2.6013 -3.0578
H: 2.9046 -3.7989 -0.7672
H: -1.3886 -0.5937 -0.2964
H: 2.3147 0.5683 -1.9342
H: 5.0824 -1.4525 1.6121
H: -0.2455 8.4050 -1.1793
H: 1.3159 1.9297 -3.7872
H: -2.0376 -2.6180 1.0673
H: 1.0346 -1.3538 -2.8208
H: 0.0487 7.0662 0.8594
H: -1.2989 7.4002 -3.1863
H: 3.1088 -1.4080 0.1593
H: 4.6412 -3.0922 1.1681
H: 1.9194 -3.2046 -4.3845
H: -0.4598 -1.6335 -1.9212
H: -6.0380 4.5455 0.6674
H: 2.9918 4.2283 -2.8279
H: 1.0174 -4.7056 -4.5352
H: 3.0737 -2.6628 -2.1126
H: 4.5271 -1.7803 3.8709
H: -2.2613 -0.0685 2.3493
H: 1.0296 -3.9572 2.7092
H: -1.4259 1.4419 2.7259
H: 1.4994 -5.2715 -2.1727
H: -3.7087 -4.4249 0.8237
H: 3.0169 -4.9371 -3.0055
H: -2.8276 -6.3870 1.8221
H: -0.2455 -5.3568 -0.7337
H: -3.1344 -0.3477 -0.0394
H: -5.9966 2.6680 2.2909
H: 1.0703 -5.3291 0.4312
H: -4.0911 1.1151 2.3063
H: 3.0146 1.3753 -0.5345
H: 2.6493 -0.8704 1.7738
H: -4.1579 4.8666 -0.8993
H: -2.6755 4.5996 1.8585
H: -0.0388 2.0204 -2.6526
H: 0.7411 5.5663 2.4444
H: -1.5626 5.7510 2.6243
H: 0.6125 3.5088 -3.3688
H: -0.5477 -6.0099 2.2248